# 1
Entry from OMol25: an isolated molecule of C23H27ClN2O4 (ωB97M-V/def2-TZVPD).

Last column: Löwdin charge in e.
Positions of all 57 atoms, in Å:
C (-6.6813, -0.0254, -1.2843)  -0.06
C (-5.9456, 0.8560, -0.2796)  -0.24
O (-5.2714, 0.1019, 0.7109)  -0.05
C (-4.0737, -0.4588, 0.4470)  -0.31
C (-3.4964, -1.1697, 1.5064)  0.01
C (-2.2713, -1.7688, 1.3576)  0.00
C (-1.5614, -1.6750, 0.1545)  -0.16
C (-0.2576, -2.3540, 0.0698)  -0.36
O (0.0930, -3.1665, 0.9022)  0.07
C (0.6266, -1.9927, -1.1143)  -0.09
C (2.0026, -2.6762, -1.0660)  -0.07
C (3.1231, -1.6837, -0.8349)  -0.44
O (3.6922, -1.1851, -1.8041)  0.02
N (3.5011, -1.3712, 0.4209)  -0.04
C (2.7659, -1.6802, 1.6302)  -0.18
C (1.9199, -0.4995, 2.1049)  -0.04
C (4.6749, -0.5246, 0.5854)  -0.04
C (4.3338, 0.9696, 0.5135)  -0.48
O (4.4237, 1.7137, 1.4698)  0.05
N (3.9332, 1.3480, -0.7107)  0.09
C (3.3358, 2.6481, -0.9479)  -0.12
C (1.8797, 2.6125, -0.5549)  -0.20
C (0.9072, 2.1909, -1.4528)  -0.04
C (-0.4200, 2.1044, -1.0698)  -0.11
C (-0.7724, 2.4308, 0.2296)  -0.65
Cl (-2.4301, 2.3514, 0.7154)  0.75
C (0.1862, 2.8300, 1.1463)  -0.10
C (1.5073, 2.9201, 0.7482)  -0.03
C (-2.1401, -0.9660, -0.8964)  -0.03
C (-3.3799, -0.3752, -0.7609)  -0.06
H (-5.9876, -0.6565, -1.8345)  0.07
H (-7.2256, 0.5986, -1.9877)  0.08
H (-7.3866, -0.6671, -0.7624)  0.08
H (-6.6663, 1.4566, 0.2824)  0.13
H (-5.2505, 1.5370, -0.7842)  0.11
H (-4.0402, -1.2273, 2.4359)  0.12
H (-1.8259, -2.3205, 2.1716)  0.12
H (0.7304, -0.9055, -1.1559)  0.12
H (0.0969, -2.3032, -2.0169)  0.13
H (2.2156, -3.1322, -2.0341)  0.12
H (1.9887, -3.4640, -0.3125)  0.11
H (3.4883, -1.9464, 2.4077)  0.13
H (2.1167, -2.5379, 1.4644)  0.09
H (2.5440, 0.3543, 2.3529)  0.06
H (1.2116, -0.1986, 1.3348)  0.07
H (1.3596, -0.7911, 2.9887)  0.08
H (5.3824, -0.7648, -0.2136)  0.14
H (5.1264, -0.7345, 1.5560)  0.13
H (3.8496, 0.6246, -1.4217)  0.11
H (3.8699, 3.3761, -0.3320)  0.13
H (3.4552, 2.8975, -2.0035)  0.13
H (1.1868, 1.9363, -2.4651)  0.12
H (-1.1772, 1.7944, -1.7722)  0.10
H (-0.1005, 3.0722, 2.1574)  0.11
H (2.2627, 3.2228, 1.4567)  0.12
H (-1.6347, -0.8841, -1.8463)  0.11
H (-3.7944, 0.1585, -1.6018)  0.11

Its highest occupied orbital energy is -8.70 eV. Its SMILES is CCOc1ccc(C(=O)CCC(=O)N(CC)CC(=O)NCc2ccc(Cl)cc2)cc1. The calculated total energy comes out at -1763.357288 hartree. Its LUMO energy is 0.3 eV. Its spin multiplicity is 1.

***

# 2
Entry from OMol25: an isolated molecule of C23H27ClN4O (ωB97M-V/def2-TZVPD).

Last column: Löwdin charge in e.
Positions of all 56 atoms, in Å:
C (-3.5999, -0.2211, -3.3006)  0.05
C (-2.5463, 0.5154, -2.9819)  -0.35
C (-1.2238, 0.3839, -3.6736)  -0.06
C (-2.6261, 1.5351, -1.8720)  -0.14
N (-1.6195, 1.3391, -0.8415)  0.10
C (-1.8584, 0.5605, 0.2317)  -0.45
O (-2.9550, 0.1401, 0.5524)  0.08
C (-0.6623, 0.2686, 1.1510)  -0.14
C (-0.6060, -1.2138, 1.4303)  -0.11
C (-0.5395, -1.7289, 2.6851)  -0.01
C (-0.4131, -3.1309, 2.8990)  -0.06
C (-0.3626, -3.9781, 1.8501)  -0.04
N (-0.4440, -3.4720, 0.5806)  0.01
C (-0.4013, -4.0953, -0.6476)  -0.04
C (-0.5038, -3.0831, -1.5622)  -0.11
N (-0.6151, -1.8682, -0.9604)  0.15
C (-0.5739, -2.1153, 0.3345)  -0.25
N (0.6215, 0.8854, 0.7511)  -0.05
C (1.2757, 1.5856, 1.8619)  -0.17
C (0.5965, 2.8960, 2.2551)  -0.42
C (0.4615, 3.8335, 1.0626)  -0.06
C (1.3946, 3.5468, 3.3795)  -0.08
C (1.5362, 0.0691, -0.0073)  -0.25
C (2.2422, -0.9871, 0.5661)  -0.02
C (3.0662, -1.7877, -0.2052)  -0.09
C (3.2060, -1.5166, -1.5567)  -0.67
Cl (4.2116, -2.5439, -2.5343)  0.66
C (2.5705, -0.4335, -2.1320)  -0.10
C (1.7462, 0.3562, -1.3464)  -0.03
H (-4.5331, -0.1293, -2.7588)  0.07
H (-3.5576, -0.9478, -4.1035)  0.06
H (-0.4717, -0.0029, -2.9811)  0.04
H (-1.2859, -0.3088, -4.5124)  0.08
H (-0.8781, 1.3514, -4.0521)  0.08
H (-2.4860, 2.5407, -2.2814)  0.13
H (-3.6010, 1.4956, -1.3914)  0.12
H (-0.6511, 1.5041, -1.0594)  0.09
H (-0.9588, 0.7499, 2.0832)  0.14
H (-0.5834, -1.0663, 3.5409)  0.12
H (-0.3612, -3.5292, 3.9018)  0.10
H (-0.2680, -5.0508, 1.9366)  0.13
H (-0.3060, -5.1616, -0.7438)  0.11
H (-0.5091, -3.1755, -2.6367)  0.10
H (1.3680, 0.9340, 2.7474)  0.13
H (2.2922, 1.8196, 1.5347)  0.14
H (-0.4059, 2.6828, 2.6427)  0.13
H (1.4464, 4.0510, 0.6377)  0.09
H (-0.1525, 3.3922, 0.2787)  0.06
H (0.0106, 4.7799, 1.3659)  0.08
H (2.3967, 3.8140, 3.0333)  0.08
H (0.9077, 4.4593, 3.7255)  0.08
H (1.5026, 2.8779, 4.2360)  0.08
H (2.1265, -1.2083, 1.6189)  0.12
H (3.5978, -2.6216, 0.2331)  0.11
H (2.7132, -0.2156, -3.1815)  0.11
H (1.2698, 1.2254, -1.7835)  0.11

Its highest occupied orbital energy is -8.22 eV. Its SMILES is C=C(C)CNC(=O)[C@@H](c1cccn2ccnc12)N(CC(C)C)c1ccc(Cl)cc1. The calculated total energy comes out at -1647.104086 hartree. Its LUMO energy is 0.6 eV. Its spin multiplicity is 1.

***

# 3
Entry from OMol25: an isolated molecule of C23H27ClN4O3 (ωB97M-V/def2-TZVPD).

Last column: Löwdin charge in e.
Positions of all 58 atoms, in Å:
C (-2.4979, -2.9019, -6.5993)  -0.08
O (-1.2648, -2.5861, -7.2055)  -0.08
C (-0.2378, -2.1904, -6.4139)  -0.27
C (0.9595, -1.8891, -7.0674)  -0.01
C (2.0572, -1.4785, -6.3407)  -0.10
C (1.9731, -1.3646, -4.9654)  -0.59
Cl (3.3739, -0.8449, -4.0696)  0.70
C (0.7845, -1.6603, -4.2898)  -0.23
N (0.7649, -1.5262, -2.9130)  0.11
C (-0.2251, -1.7478, -2.0143)  -0.23
N (-1.4171, -2.1486, -2.4229)  0.12
C (-2.3619, -2.3411, -1.5000)  -0.21
N (-2.2637, -2.1779, -0.2156)  0.11
C (-1.0586, -1.7730, 0.2528)  -0.22
C (-0.9037, -1.5522, 1.6285)  0.07
C (0.2932, -1.1255, 2.1589)  -0.21
O (0.3540, -0.9356, 3.5088)  -0.03
C (0.9053, 0.2813, 3.9992)  -0.15
C (-0.1024, 1.4364, 3.9552)  -0.30
C (0.3635, 2.5749, 4.8622)  -0.15
C (-0.6136, 3.7439, 4.7927)  -0.21
N (-0.7177, 4.2297, 3.4304)  -0.23
C (-1.5117, 5.4348, 3.3500)  -0.11
C (-1.2312, 3.1881, 2.5614)  -0.20
C (-0.2823, 1.9938, 2.5436)  -0.13
C (1.4146, -0.9829, 1.2962)  -0.21
O (2.6681, -0.6430, 1.7673)  -0.11
C (3.2701, -1.6255, 2.5919)  -0.06
C (1.2687, -1.1657, -0.0580)  0.07
C (0.0384, -1.5389, -0.6177)  -0.06
C (-0.3186, -2.0747, -5.0319)  0.05
H (-2.9177, -2.0393, -6.0736)  0.10
H (-2.3980, -3.7380, -5.9011)  0.10
H (-3.1601, -3.1873, -7.4151)  0.09
H (1.0069, -1.9831, -8.1394)  0.12
H (2.9837, -1.2449, -6.8412)  0.11
H (1.6489, -1.2067, -2.5343)  0.06
H (-3.3205, -2.6691, -1.8837)  0.11
H (-1.7521, -1.7015, 2.2763)  0.13
H (1.8108, 0.5638, 3.4559)  0.13
H (1.1656, 0.0610, 5.0389)  0.14
H (-1.0653, 1.0577, 4.3168)  0.15
H (1.3453, 2.9174, 4.5311)  0.13
H (0.4462, 2.2320, 5.8952)  0.12
H (-0.2514, 4.5623, 5.4205)  0.12
H (-1.5987, 3.4241, 5.1835)  0.13
H (-1.5192, 5.7887, 2.3200)  0.08
H (-1.0605, 6.2020, 3.9779)  0.08
H (-2.5538, 5.2833, 3.6759)  0.09
H (-1.3199, 3.5979, 1.5520)  0.12
H (-2.2364, 2.8541, 2.8829)  0.13
H (-0.6822, 1.2315, 1.8728)  0.11
H (0.6869, 2.3183, 2.1594)  0.13
H (4.2001, -1.1877, 2.9499)  0.10
H (3.4897, -2.5294, 2.0137)  0.10
H (2.6374, -1.8926, 3.4420)  0.09
H (2.1529, -1.0270, -0.6636)  0.12
H (-1.2194, -2.2958, -4.4870)  0.08

Its highest occupied orbital energy is -7.99 eV. Its SMILES is COc1ccc(Cl)c(Nc2ncnc3cc(OCC4CCN(C)CC4)c(OC)cc23)c1. The calculated total energy comes out at -1797.572125 hartree. Its LUMO energy is 0.1 eV. Its spin multiplicity is 1.

***

The records above yield HOMO-LUMO gap values of 9.03; 8.85; 8.13 eV, respectively.
The records above yield energy relative to the best compared isomer or geometry (same formula, charge and spin) values of 3.2; 14.8; 53.2 kcal per mole, respectively.